(1)
A molecular structure, C33H25N6OReSe2, computed with wB97M-V/def2-TZVPD.

* gap between HOMO and LUMO (alpha / beta): 5.9 / 6.3 eV
* multiplicity: 2
* energy relative to the best compared isomer or geometry (same formula, charge and spin): 7.0 kcal/mol
* energy: -6557.34956 Ha
* highest occupied orbital energy (alpha / beta): -10.5848 / -10.7101 eV
* net charge: +1

XYZ file:
```
68
C33H25N6OReSe2 | the OMol25 dataset | wB97M-V/def2-TZVPD
Re -0.25 1.34 0.34
C 1.31 1.50 4.51
C 1.99 2.71 4.55
C 2.04 3.49 3.41
C 1.40 3.07 2.25
N 0.81 1.85 2.21
C 0.76 1.10 3.31
C 1.20 3.89 1.05
C 1.73 5.18 0.93
C 1.43 5.94 -0.18
C 0.61 5.43 -1.18
C 0.10 4.15 -1.07
C 0.38 3.34 0.04
H 1.20 0.88 5.39
H 2.46 3.04 5.46
H 2.54 4.45 3.43
H 0.26 0.14 3.23
H 2.36 5.60 1.70
H 1.83 6.95 -0.27
H 0.38 6.03 -2.05
H -0.53 3.76 -1.86
Se 3.88 -5.14 -0.79
N 4.11 -3.45 -1.21
C 3.09 -2.78 -0.73
C 2.93 -1.35 -0.89
C 3.85 -0.56 -1.58
C 3.59 0.79 -1.71
C 2.45 1.32 -1.14
N 1.56 0.58 -0.46
C 1.79 -0.75 -0.34
C 0.80 -1.54 0.36
N -0.27 -0.88 0.84
C -1.20 -1.54 1.52
C -1.13 -2.91 1.73
C -0.06 -3.61 1.22
C 0.94 -2.92 0.53
C 2.11 -3.56 -0.03
N 2.35 -4.84 0.04
H 4.72 -1.03 -2.01
H 4.27 1.44 -2.24
H 2.23 2.38 -1.22
H -2.04 -0.96 1.88
H -1.91 -3.41 2.29
H 0.03 -4.69 1.32
C -3.53 -4.71 -1.47
C -3.03 -3.31 -1.64
C -3.73 -2.22 -1.13
C -3.27 -0.92 -1.25
C -4.10 0.21 -0.69
C -2.04 -0.70 -1.89
Se -1.32 1.10 -1.93
C -1.35 -1.76 -2.49
C -0.13 -1.59 -3.35
C -1.85 -3.05 -2.33
H -3.91 -4.87 -0.46
H -2.75 -5.44 -1.67
H -4.35 -4.91 -2.16
H -4.69 -2.39 -0.64
H -5.15 -0.08 -0.64
H -4.02 1.10 -1.31
H -3.76 0.47 0.31
H 0.68 -2.24 -3.02
H 0.23 -0.56 -3.36
H -0.38 -1.88 -4.37
H -1.30 -3.87 -2.77
O -3.69 2.90 2.44
C -2.78 2.41 1.88
N -1.87 1.89 1.31
```

(2)
A molecular structure, C33H26AsCrN4O11S2Se2, computed with wB97M-V/def2-TZVPD.

* gap between HOMO and LUMO (alpha / beta): 6.4 / 7.6 eV
* multiplicity: 4
* energy relative to the best compared isomer or geometry (same formula, charge and spin): 143.9 kcal/mol
* energy: -11199.23106 Ha
* highest occupied orbital energy (alpha / beta): -7.3743 / -8.6684 eV
* net charge: 0

XYZ file:
```
80
C33H26AsCrN4O11S2Se2 | the OMol25 dataset | wB97M-V/def2-TZVPD
Cr -0.17 -0.15 0.13
O -0.92 -5.46 -2.08
C -2.02 -4.77 -2.32
O -3.01 -5.26 -2.80
C -1.99 -3.32 -1.96
C -3.02 -2.42 -2.14
N -2.64 -1.26 -1.60
N -1.42 -1.34 -1.09
C -0.99 -2.58 -1.30
C 0.42 -2.83 -0.87
O 0.92 -3.95 -1.02
O 0.96 -1.80 -0.37
H -0.17 -4.93 -1.68
H -3.98 -2.57 -2.62
H -3.11 -0.37 -1.59
O -1.73 4.62 -0.76
As 1.59 3.39 -1.26
O 3.12 3.87 -1.46
O -0.22 1.32 0.85
C 1.20 3.23 -3.27
C 1.64 4.29 -4.06
C 1.54 4.26 -5.43
C 1.01 3.16 -6.08
C 0.56 2.08 -5.34
C 0.66 2.12 -3.95
S -0.01 0.72 -3.10
O -1.61 1.03 -3.10
O 0.10 -0.50 -3.82
O 0.47 0.72 -1.72
H -1.27 4.66 0.09
H 2.08 5.14 -3.55
H 1.91 5.09 -6.02
H 0.94 3.13 -7.16
H 0.14 1.21 -5.81
Se -3.39 -0.20 1.48
Se -3.01 2.05 1.68
C -2.71 2.49 -0.12
C -2.96 3.93 -0.57
C -3.68 3.80 -1.90
C -3.23 2.89 -2.76
C -2.04 2.11 -2.26
N -2.32 1.61 -0.94
C -1.93 -1.13 2.35
C -2.23 -1.78 3.54
C -1.27 -2.54 4.17
C -0.03 -2.66 3.54
C 0.20 -1.98 2.37
N -0.71 -1.20 1.76
H -3.58 4.46 0.16
H -4.55 4.41 -2.08
H -3.68 2.65 -3.71
H -1.22 2.83 -2.21
H -3.22 -1.66 3.95
H -1.47 -3.02 5.12
H 0.75 -3.28 3.96
H 1.15 -2.08 1.86
O 2.45 0.84 0.78
S 1.82 0.63 2.11
C 3.20 0.41 3.28
C 2.89 -0.18 4.50
C 3.88 -0.36 5.44
C 5.18 0.04 5.16
C 5.49 0.60 3.93
C 4.50 0.78 2.98
C 1.41 2.25 2.81
C 0.29 2.34 3.62
C -0.13 3.59 4.05
C 0.60 4.72 3.72
C 1.76 4.61 2.95
C 2.16 3.36 2.49
H 1.86 -0.48 4.69
H 3.64 -0.81 6.39
H 5.96 -0.10 5.90
H 6.50 0.91 3.71
H 4.71 1.21 2.00
H -0.28 1.45 3.87
H -1.03 3.68 4.65
H 0.27 5.69 4.06
H 2.34 5.48 2.71
H 3.04 3.25 1.86
```

(3)
A molecular structure, C33H26BF10N3O4S2SeSr, computed with wB97M-V/def2-TZVPD.

* gap between HOMO and LUMO: 6.9 eV
* energy relative to the best compared isomer or geometry (same formula, charge and spin): 43.1 kcal/mol
* energy: -5990.99819 Ha
* highest occupied orbital energy: -2.6856 eV
* net charge: -2

XYZ file:
```
81
C33H26BF10N3O4S2SeSr | the OMol25 dataset | wB97M-V/def2-TZVPD
Sr 0.76 0.04 0.17
S -1.54 2.33 2.15
C -1.70 2.36 0.46
N -1.15 1.54 -0.41
C -1.52 1.81 -1.72
C -1.08 1.11 -2.85
C -1.56 1.47 -4.10
C -2.47 2.52 -4.25
C -2.89 3.24 -3.14
C -2.42 2.88 -1.89
S -2.74 3.58 -0.33
H -0.31 0.35 -2.73
H -1.20 0.94 -4.98
H -2.83 2.78 -5.24
H -3.58 4.07 -3.25
O -0.70 -0.76 1.92
C -0.01 -1.06 3.15
C 1.53 -0.70 3.03
O 2.29 -1.16 3.88
O 1.81 0.09 2.06
C -0.15 -2.56 3.43
C -0.52 -3.41 2.40
C -0.66 -4.77 2.63
C -0.42 -5.30 3.88
C -0.02 -4.45 4.92
C 0.11 -3.09 4.69
C -0.63 -0.23 4.29
C 0.08 0.75 4.98
C -0.56 1.53 5.94
C -1.90 1.33 6.23
C -2.61 0.35 5.55
C -1.98 -0.43 4.58
H -1.07 0.16 2.03
H -0.72 -2.99 1.41
H -0.97 -5.43 1.81
H -0.54 -6.37 4.06
H 0.18 -4.86 5.90
H 0.43 -2.43 5.49
H 1.12 0.92 4.75
H 0.00 2.30 6.46
H -2.40 1.95 6.97
H -3.67 0.19 5.75
H -2.53 -1.18 4.03
C 3.94 1.19 -0.32
C 2.90 1.72 -1.36
O 1.77 0.98 -1.45
C 3.61 1.75 -2.75
F 4.77 2.47 -2.75
F 3.94 0.50 -3.12
F 2.84 2.27 -3.72
C 2.53 3.17 -0.95
F 3.58 4.01 -0.86
F 1.66 3.74 -1.79
F 1.94 3.12 0.27
H 4.25 0.19 -0.62
H 3.48 1.12 0.67
H 4.80 1.86 -0.27
C -1.28 -4.70 -0.85
N -1.29 -3.72 -1.93
C -2.02 -2.57 -1.93
Se -3.30 -1.98 -0.77
N -1.67 -1.92 -3.07
C -0.71 -2.63 -3.79
C -0.08 -2.39 -4.99
C 0.82 -3.36 -5.44
C 1.07 -4.51 -4.70
C 0.43 -4.74 -3.48
C -0.47 -3.78 -3.06
H -2.08 -4.44 -0.16
H -0.32 -4.67 -0.35
H -1.46 -5.69 -1.27
H -1.93 -0.95 -3.22
H -0.25 -1.48 -5.55
H 1.34 -3.21 -6.38
H 1.78 -5.24 -5.07
H 0.66 -5.60 -2.88
F 0.51 -1.90 -0.80
B 1.68 -2.65 -1.26
F 2.76 -2.22 -0.48
F 1.86 -2.38 -2.62
F 1.39 -4.02 -1.05
```